1.
C5H6NS | ωB97M-V/def2-TZVPD

Geometry as XYZ:
```
13
Properties=species:S:1:pos:R:3:forces:R:3:lowdin_charge:R:1
C 0.749 1.465 0.792 -3.178 -0.946 -0.051 -0.133
C -0.660 1.350 0.845 3.408 0.048 -1.801 -0.307
C 1.943 0.368 -1.081 0.970 1.121 -2.086 0.047
C -2.394 -0.231 0.150 -0.890 -0.441 -0.956 -0.418
C -3.315 -0.959 0.646 1.635 -0.874 -0.142 0.086
N 1.335 1.168 -0.368 -0.850 1.160 1.275 -0.017
S -1.428 0.720 -0.633 0.577 0.548 0.850 1.180
H 1.266 1.827 1.666 0.422 0.212 -0.097 0.136
H -1.341 1.368 1.636 -0.319 0.421 1.349 0.051
H 2.062 0.726 -2.116 0.083 -0.501 0.147 0.108
H -3.247 -1.982 0.884 0.788 -1.464 -0.291 0.100
H -4.167 -0.643 1.091 -2.739 1.871 0.950 0.073
H 2.494 -0.505 -0.842 0.092 -1.154 0.852 0.093
```
Positions in Å, forces in eV/Å.

LUMO energy (spin up / spin down): -5.30 / -5.30 eV
HOMO-LUMO gap (spin up / spin down): 7.52 / 7.52 eV
ΔE to the lowest compared entry with this formula, charge and spin: 3.493 eV
largest force on an atom: 3.86 eV Å⁻¹
charge: +1
calculated total energy: -646.6390 a.u.

2.
C5H6NS | ωB97M-V/def2-TZVPD

Geometry as XYZ:
```
13
Properties=species:S:1:pos:R:3:forces:R:3:lowdin_charge:R:1
C 0.303 0.617 -1.076 -0.294 0.504 -1.690 -0.291
C 1.056 1.178 1.400 0.614 0.249 -1.367 -0.024
C -0.244 -0.324 -0.177 -0.639 -1.991 1.704 -0.312
C -0.044 -0.186 1.168 5.299 6.197 -0.425 0.181
C -1.121 -1.461 -0.679 3.043 2.613 -5.586 -0.006
N 1.787 2.078 0.609 -3.676 -3.787 1.575 -0.271
S 1.345 1.934 -0.958 -0.939 -1.497 -0.445 1.142
H -0.115 0.413 -2.091 0.850 0.688 0.455 0.119
H 1.362 1.426 2.397 -0.321 -0.576 0.841 0.089
H -0.077 -0.543 2.186 -1.032 -0.934 -0.452 0.119
H -0.740 -2.169 -1.481 0.498 0.789 1.315 0.140
H -1.882 -1.009 -1.272 -0.922 0.815 -0.530 0.090
H -1.630 -1.954 -0.026 -2.480 -3.071 4.606 0.023
```
Positions in Å, forces in eV/Å.

LUMO energy: -6.46 eV
HOMO-LUMO gap: 8.97 eV
ΔE to the lowest compared entry with this formula, charge and spin: 3.093 eV
largest force on an atom: 8.16 eV Å⁻¹
charge: +1
calculated total energy: -646.6537 a.u.

3.
C5H6O | ωB97M-V/def2-TZVPD

Geometry as XYZ:
```
12
Properties=species:S:1:pos:R:3:forces:R:3:lowdin_charge:R:1
C 1.210 1.399 0.578 0.125 0.063 -0.003 -0.011
C 0.244 0.700 -0.355 -0.279 0.228 0.059 -0.470
O -0.773 1.272 -0.696 0.355 -0.118 0.073 0.070
C 0.405 -0.759 -0.569 0.237 0.275 0.218 -0.047
C -0.779 -1.464 -0.256 -0.314 0.076 0.085 -0.292
C -1.872 -1.360 0.387 0.162 -0.113 -0.215 0.159
H 1.336 2.440 0.271 0.041 -0.145 0.007 0.085
H 2.173 0.906 0.726 -0.121 0.014 -0.167 0.077
H 0.681 1.406 1.540 0.176 0.002 -0.102 0.097
H 1.311 -1.257 -0.901 -0.183 0.131 0.191 0.106
H -0.565 -1.787 -1.358 -0.298 -0.145 0.037 0.188
H -2.942 -1.311 0.306 0.097 -0.267 -0.184 0.037
```
Positions in Å, forces in eV/Å.

LUMO energy (spin up / spin down): -0.47 / -0.58 eV
HOMO-LUMO gap (spin up / spin down): 7.59 / 7.73 eV
ΔE to the lowest compared entry with this formula, charge and spin: 5.424 eV
largest force on an atom: 0.42 eV Å⁻¹
calculated total energy: -269.1469 a.u.

4.
C5H6O | ωB97M-V/def2-TZVPD

Geometry as XYZ:
```
12
Properties=species:S:1:pos:R:3:forces:R:3:lowdin_charge:R:1
C 1.345 0.202 -1.072 0.398 0.103 -0.756 0.011
C 1.575 0.419 0.319 -0.056 -0.071 0.299 -0.257
C 0.311 -0.404 0.611 -0.500 0.149 0.003 0.039
C -0.922 -0.146 0.153 0.145 -0.172 -0.087 -0.133
C -2.216 -0.561 0.734 -0.155 -0.041 -0.084 -0.273
O -3.251 -0.270 0.172 0.307 -0.141 0.392 0.032
H 0.474 0.430 -1.652 0.102 0.716 0.143 0.054
H -1.101 0.456 -0.735 -0.137 -0.136 -0.105 0.097
H 2.094 -0.345 -1.628 -0.148 -0.565 0.189 0.078
H 1.402 1.390 0.776 0.026 0.016 -0.065 0.122
H 2.509 -0.026 0.647 -0.074 0.087 0.156 0.108
H -2.219 -1.144 1.674 0.092 0.054 -0.083 0.120
```
Positions in Å, forces in eV/Å.

LUMO energy (spin up / spin down): -0.83 / -0.67 eV
HOMO-LUMO gap (spin up / spin down): 7.63 / 8.14 eV
ΔE to the lowest compared entry with this formula, charge and spin: 4.940 eV
largest force on an atom: 0.86 eV Å⁻¹
calculated total energy: -269.1647 a.u.

5.
C5H6O | ωB97M-V/def2-TZVPD

Geometry as XYZ:
```
12
Properties=species:S:1:pos:R:3:forces:R:3:lowdin_charge:R:1
C -0.415 -0.420 0.977 0.036 -0.006 -0.064 -0.125
C -1.222 0.459 0.054 0.156 0.036 -0.029 -0.048
C -0.606 0.644 -1.128 -0.028 0.034 0.129 -0.098
C 0.657 -0.106 -1.218 -0.577 -0.245 0.076 0.016
O 1.780 0.413 0.210 -0.035 0.038 -0.535 -0.070
C 0.854 -0.683 0.159 -0.269 -0.178 -0.033 -0.378
H -0.200 0.078 1.932 -0.016 -0.069 -0.187 0.123
H -0.950 -1.351 1.217 0.127 0.186 -0.086 0.119
H -2.165 0.918 0.359 0.250 -0.121 -0.121 0.109
H -0.973 1.270 -1.940 0.079 -0.167 0.224 0.096
H 1.918 0.442 -0.911 0.360 0.201 0.658 0.118
H 1.323 -1.664 0.289 -0.083 0.290 -0.032 0.138
```
Positions in Å, forces in eV/Å.

LUMO energy: -0.18 eV
HOMO-LUMO gap: 8.95 eV
ΔE to the lowest compared entry with this formula, charge and spin: 4.251 eV
largest force on an atom: 0.78 eV Å⁻¹
calculated total energy: -269.1900 a.u.

6.
C5H6O | ωB97M-V/def2-TZVPD

Geometry as XYZ:
```
12
Properties=species:S:1:pos:R:3:forces:R:3:lowdin_charge:R:1
C -0.317 2.315 -1.395 -0.027 -0.168 0.048 0.037
C -0.457 1.075 -1.036 0.041 0.146 -0.015 -0.082
C -0.474 -0.131 -0.529 0.008 0.225 -0.104 -0.047
C 0.290 -0.344 0.741 0.139 0.137 0.167 -0.467
C 0.396 -1.784 1.168 0.033 -0.061 0.079 -0.027
O 0.796 0.569 1.357 -0.175 -0.401 -0.163 0.076
H 0.537 2.620 -1.992 -0.152 -0.010 -0.012 0.071
H -1.027 3.067 -1.065 0.057 -0.052 -0.090 0.071
H -0.982 -0.966 -1.009 0.105 0.175 0.077 0.109
H 0.961 -1.869 2.097 -0.090 0.011 -0.127 0.084
H 0.889 -2.355 0.372 -0.072 0.020 0.128 0.089
H -0.611 -2.195 1.293 0.132 -0.022 0.010 0.087
```
Positions in Å, forces in eV/Å.

LUMO energy: 0.75 eV
HOMO-LUMO gap: 10.43 eV
ΔE to the lowest compared entry with this formula, charge and spin: 1.399 eV
SMILES string: C=C=CC(C)=O
largest force on an atom: 0.47 eV Å⁻¹
calculated total energy: -269.2948 a.u.

7.
C5H6O | ωB97M-V/def2-TZVPD

Geometry as XYZ:
```
12
Properties=species:S:1:pos:R:3:forces:R:3:lowdin_charge:R:1
C -0.385 1.926 0.865 -0.099 2.873 -1.929 -0.023
C -0.457 1.050 1.658 -0.071 -1.184 0.553 -0.012
C -1.011 0.103 -1.688 0.586 -0.816 0.567 -0.001
C -0.331 -0.543 -0.769 0.600 -0.262 0.535 -0.147
C 1.576 -1.562 0.343 -0.839 -3.753 2.718 -0.050
O 0.372 -1.447 -0.176 -1.681 1.077 -1.640 -0.076
H -0.405 2.774 0.138 0.175 -1.380 1.238 0.064
H -1.074 -0.030 -2.757 0.302 -0.369 -0.219 0.050
H -1.634 0.868 -1.274 -0.393 0.551 0.036 0.030
H 1.515 -2.390 1.170 0.542 1.784 -1.860 0.100
H -0.532 0.142 2.194 0.055 -0.084 0.424 0.032
H 2.365 -0.891 0.298 0.824 1.563 -0.422 0.033
```
Positions in Å, forces in eV/Å.

LUMO energy (spin up / spin down): 0.76 / 0.96 eV
HOMO-LUMO gap (spin up / spin down): 7.99 / 8.65 eV
ΔE to the lowest compared entry with this formula, charge and spin: 7.872 eV
largest force on an atom: 4.71 eV Å⁻¹
calculated total energy: -269.0569 a.u.

8.
C5H6O | ωB97M-V/def2-TZVPD

Geometry as XYZ:
```
12
Properties=species:S:1:pos:R:3:forces:R:3:lowdin_charge:R:1
C -1.662 -0.206 0.227 -0.265 -0.033 0.095 -0.027
C -0.530 -0.023 -0.741 0.123 0.163 0.320 -0.312
C 0.321 1.046 -0.590 -0.046 -0.089 0.109 -0.050
C 1.516 0.520 -0.028 0.271 -0.083 -0.113 -0.060
C 1.352 -0.833 0.006 0.589 0.033 -0.272 -0.125
O 0.193 -1.188 -0.556 0.168 -0.096 0.341 -0.027
H -1.004 -0.428 1.105 -1.015 0.251 0.108 0.102
H -2.270 -1.095 0.060 -0.112 0.204 -0.156 0.079
H -2.253 0.688 0.419 -0.042 -0.141 -0.152 0.083
H 0.055 2.093 -0.684 -0.052 -0.260 0.196 0.113
H 2.336 1.077 0.398 0.096 -0.060 -0.241 0.101
H 1.946 -1.650 0.383 0.285 0.113 -0.234 0.123
```
Positions in Å, forces in eV/Å.

LUMO energy: 0.91 eV
HOMO-LUMO gap: 9.20 eV
ΔE to the lowest compared entry with this formula, charge and spin: 1.841 eV
SMILES string: Cc1ccco1
largest force on an atom: 1.05 eV Å⁻¹
calculated total energy: -269.2786 a.u.

9.
C5H6O | ωB97M-V/def2-TZVPD

Geometry as XYZ:
```
12
Properties=species:S:1:pos:R:3:forces:R:3:lowdin_charge:R:1
C -1.068 0.157 -0.329 -7.100 -0.604 1.628 -0.197
C -0.556 1.344 -0.091 4.472 0.212 -0.697 0.030
C 0.985 0.808 0.167 -5.052 0.647 -2.948 -0.245
O 1.611 0.046 -0.850 0.458 0.332 -0.145 0.026
C 0.982 -0.605 0.239 2.169 -2.378 1.709 -0.290
C -0.373 -1.156 -0.116 -2.530 0.948 0.207 -0.124
H -2.289 -0.109 -0.275 2.920 1.342 -1.083 0.159
H -0.731 2.468 -0.244 -0.360 -2.315 0.407 0.123
H 1.548 1.229 0.845 3.188 2.892 2.946 0.080
H 1.731 -0.882 1.105 -1.662 -0.770 -1.972 0.183
H -0.785 -1.596 -1.046 2.006 -0.777 -0.212 0.126
H -1.057 -1.704 0.594 1.490 0.472 0.157 0.128
```
Positions in Å, forces in eV/Å.

LUMO energy: 1.06 eV
HOMO-LUMO gap: 10.42 eV
ΔE to the lowest compared entry with this formula, charge and spin: 4.302 eV
SMILES string: C1=C[C@@H]2O[C@@H]2C1
largest force on an atom: 7.31 eV Å⁻¹
calculated total energy: -269.1881 a.u.

10.
C5H6O | ωB97M-V/def2-TZVPD

Geometry as XYZ:
```
12
Properties=species:S:1:pos:R:3:forces:R:3:lowdin_charge:R:1
C 2.504 0.545 0.201 -0.369 -0.314 -0.018 0.132
C 1.550 -0.190 0.199 0.416 0.338 0.047 -0.073
C 0.413 -1.090 0.226 0.102 -0.074 0.172 -0.278
O -0.328 -1.231 -0.979 -0.018 -0.024 -0.268 -0.002
C -0.972 -0.591 0.110 -0.151 0.121 0.153 -0.307
C -1.299 0.871 -0.040 0.044 -0.029 0.005 -0.034
H 3.357 1.188 0.189 -0.168 -0.112 0.008 0.030
H 0.587 -2.029 0.754 -0.025 0.191 -0.063 0.145
H -1.745 -1.207 0.577 0.132 0.103 -0.059 0.141
H -0.414 1.437 -0.349 -0.177 -0.096 0.043 0.077
H -1.662 1.269 0.914 0.081 -0.042 -0.141 0.085
H -2.087 1.010 -0.788 0.131 -0.062 0.121 0.084
```
Positions in Å, forces in eV/Å.

LUMO energy: 1.10 eV
HOMO-LUMO gap: 11.05 eV
ΔE to the lowest compared entry with this formula, charge and spin: 2.653 eV
SMILES string: C#C[C@@H]1O[C@@H]1C
largest force on an atom: 0.54 eV Å⁻¹
calculated total energy: -269.2488 a.u.

The highest largest force on an atom belongs to which entry? number 2

What is the ΔE to the lowest compared entry with this formula, charge and spin in the eighth record? 1.841 eV

Among the records above, which one has the lowest ΔE to the lowest compared entry with this formula, charge and spin? number 6